(1)
Formula: C35H26CrN6O4S2
Source: the OMol25 dataset
Level of theory: the ωB97M-V functional and the def2-TZVPD basis

As for the LUMO energy (spin up / spin down): 1.743 / 1.893 eV. As for the expectation value of S²: 4.093. The multiplicity is 4. Its charge is -1. As for the energy relative to the best compared isomer or geometry (same formula, charge and spin): 0.0 kJ/mol. As for the strongest force on any atom: 5.15 eV Å⁻¹. The HOMO energy (spin up / spin down) is -3.6 / -4.5 eV. The calculation puts the calculated total energy at -103937.66242 eV.

Cartesian coordinates (Å):
Cr (-0.39888, -0.26856, 0.23565)
C (1.01938, -1.77078, 5.24534)
C (1.63514, -1.19032, 4.16757)
C (0.94461, -1.00862, 3.00294)
C (-0.42752, -1.49950, 2.90391)
C (-1.08533, -1.98568, 4.04582)
C (-0.34422, -2.14052, 5.22067)
N (-0.95586, -1.78002, 1.62720)
N (-2.09593, -2.39667, 1.57142)
C (-2.16827, -3.26397, 0.49112)
C (-2.83655, -4.48061, 0.70478)
C (-2.85153, -5.44310, -0.28908)
C (-2.44631, -5.15461, -1.60677)
C (-1.74127, -3.97674, -1.78183)
C (-1.53212, -3.04547, -0.78994)
H (1.58869, -1.94380, 6.14317)
H (2.71168, -0.90379, 4.25034)
H (1.44299, -0.61966, 2.07363)
H (-2.11133, -2.28059, 3.96435)
H (-0.85004, -2.47096, 6.14688)
H (-3.20906, -4.72906, 1.69917)
H (-3.22927, -6.43050, -0.01887)
H (-2.73113, -5.78371, -2.47458)
H (-1.14557, -3.71214, -2.67891)
O (-1.63925, 2.48072, 3.30189)
C (-0.94423, 3.62440, 2.98514)
C (-1.30617, 4.81814, 3.64747)
C (-0.42574, 5.86456, 3.59372)
C (0.64505, 5.84016, 2.66768)
C (0.86600, 4.74878, 1.85095)
C (0.14666, 3.54877, 2.07740)
C (0.51027, 2.22567, 1.49955)
O (-0.29130, 1.20721, 1.68108)
N (1.59072, 2.14620, 0.72988)
N (1.67734, 0.90126, 0.25435)
C (2.88947, 0.61361, -0.28422)
S (3.53881, -0.97371, -0.01734)
C (5.30505, -0.47022, -0.37758)
C (5.35807, 0.75015, -1.24482)
S (4.02612, 1.88964, -0.87617)
H (-1.20728, 1.80313, 2.59725)
H (-2.24481, 4.85739, 4.21937)
H (-0.46020, 6.72422, 4.25899)
H (1.19409, 6.76179, 2.55558)
H (1.54255, 4.80335, 1.00830)
H (5.76104, -1.33016, -0.85644)
H (5.82632, -0.37842, 0.59976)
H (5.32935, 0.57219, -2.31743)
H (6.28612, 1.27739, -0.98202)
N (2.73707, 0.12499, -8.07559)
C (2.32221, 0.00805, -7.00070)
C (1.81160, -0.18950, -5.66822)
C (2.56589, -0.73866, -4.62655)
C (1.95881, -1.02853, -3.39919)
C (0.55471, -0.73080, -3.17723)
C (-0.20456, -0.24916, -4.29499)
C (0.40796, 0.01129, -5.48799)
C (-0.08658, -1.13595, -1.91966)
C (-0.71159, -1.91904, -1.12274)
H (3.61220, -0.96655, -4.82061)
H (2.53672, -1.47021, -2.56689)
H (-1.22486, 0.02679, -4.18245)
H (-0.18709, 0.28200, -6.37488)
O (-1.05650, 1.99699, -1.92304)
C (-2.06265, 1.43925, -1.48055)
C (-3.45019, 1.67778, -2.04185)
C (-4.35399, 0.86991, -1.13197)
C (-3.39937, 0.23584, -0.12620)
O (-3.75298, -0.47707, 0.79844)
N (-2.08613, 0.50610, -0.45359)
H (-3.48807, 1.34641, -3.11789)
H (-3.66428, 2.73825, -2.09571)
H (-4.91907, 0.04096, -1.57263)
H (-5.01562, 1.57405, -0.56365)

Force components x, y, z for each atom (eV/Å):
Cr 0.672 -0.447 -0.856
C -1.327 -0.708 1.226
C 1.314 0.549 -0.214
C -1.714 -0.680 -1.813
C 1.020 -0.380 0.257
C 1.242 0.314 0.372
C 0.239 0.699 0.047
N 1.577 2.645 -0.889
N 0.074 -1.780 0.443
C 0.170 1.033 -0.698
C 0.586 -0.190 -0.206
C -0.784 -0.144 -0.401
C -0.194 -0.264 0.063
C 1.003 0.004 -1.303
C -0.720 -0.492 1.549
H 0.072 0.010 0.252
H -1.032 -0.188 -0.192
H -0.482 -0.440 1.178
H -0.272 -0.164 -0.025
H 0.461 -0.001 -0.641
H 0.119 0.290 -0.249
H -0.173 0.222 -0.310
H 0.617 0.187 0.832
H -0.971 -0.590 0.044
O 1.174 0.803 -1.625
C -0.577 -1.538 0.361
C -0.155 -0.395 0.194
C 0.919 0.189 -0.496
C -0.613 0.120 0.065
C -0.389 -0.493 0.108
C -0.275 0.396 0.889
C 0.318 0.613 -1.524
O -0.025 0.475 -0.141
N -1.553 1.617 0.785
N 3.910 -2.831 -1.794
C -2.636 1.797 1.397
S 0.853 -0.031 -0.750
C -0.553 -1.255 0.885
C 0.594 0.677 0.011
S -1.166 -0.463 1.108
H -1.058 0.338 1.374
H 0.689 -0.237 -0.064
H -0.531 -0.036 -0.212
H 0.316 -0.030 -0.150
H 0.327 -0.145 0.250
H 0.066 -0.087 -0.247
H -0.488 0.385 -0.598
H 0.158 -0.442 0.045
H -0.165 -0.041 -0.385
N -0.357 -0.013 0.817
C 0.641 -0.055 -0.422
C -1.486 -0.291 0.090
C -0.322 0.091 0.111
C -1.179 0.515 0.357
C 0.801 -0.825 -0.624
C 1.273 0.063 1.461
C 1.047 -0.185 -1.111
C -0.367 -0.859 1.435
C 0.812 2.122 -0.556
H -0.154 0.029 0.239
H -0.415 0.314 -0.645
H -0.736 -0.170 0.242
H 0.334 0.139 0.621
O -0.666 -0.709 0.561
C 1.152 0.052 -0.224
C -0.170 -0.686 -1.315
C -0.438 0.902 0.921
C 0.007 -1.067 0.645
O -0.046 0.792 -0.648
N -0.751 1.144 -0.660
H 0.246 0.108 0.987
H -0.022 0.218 0.264
H -0.045 0.437 -0.055
H 0.199 -0.940 -0.445

Here are the Löwdin charges for atoms 1 to 6, given in e:
1 Cr 0.82
2 C -0.14
3 C -0.13
4 C -0.04
5 C -0.23
6 C -0.03


(2)
Formula: C35H26F9I2N7OPTi
Source: the OMol25 dataset
Level of theory: the ωB97M-V functional and the def2-TZVPD basis

As for the LUMO energy (spin up / spin down): -3.411 / -3.351 eV. As for the expectation value of S²: 2.019. The multiplicity is 3. Its charge is +1. As for the strongest force on any atom: 5.15 eV Å⁻¹. The HOMO energy (spin up / spin down) is -9.2 / -10.8 eV. The calculation puts the calculated total energy at -122249.66390 eV.

Cartesian coordinates (Å):
Ti (-1.07293, -0.18688, -0.04033)
I (-6.87149, 3.49866, 2.65695)
C (-5.09524, 2.90876, 1.79376)
C (-4.11302, 3.69823, 1.21176)
C (-2.82590, 3.19356, 0.84707)
I (-1.34086, 4.55790, 0.02052)
C (-2.62379, 1.84043, 1.07357)
O (-1.35913, 1.31599, 1.09277)
C (-3.61382, 1.01442, 1.68423)
C (-3.37461, -0.51487, 1.75499)
N (-2.92132, -1.05567, 0.48862)
C (-3.75491, -0.72971, -0.71584)
C (-3.09118, -0.13779, -1.92162)
C (-3.79233, 0.08632, -3.09817)
C (-3.29122, 0.98478, -4.02635)
C (-2.06597, 1.58159, -3.77352)
C (-1.31106, 1.16281, -2.66806)
N (-1.80185, 0.25629, -1.82778)
C (-4.84975, 1.55509, 2.07246)
H (-4.36916, 4.66932, 0.91133)
H (-4.33454, -1.07425, 1.91595)
H (-2.73040, -0.71832, 2.62935)
H (-2.84750, -2.24413, 0.53330)
H (-4.52204, -0.03649, -0.33967)
H (-4.23753, -1.64303, -1.14411)
H (-4.71342, -0.48482, -3.20272)
H (-3.86858, 1.15775, -4.92259)
H (-1.72915, 2.35625, -4.47435)
H (-0.24698, 1.45698, -2.53829)
H (-5.63309, 0.93812, 2.44045)
F (5.36281, -1.11463, -5.46575)
C (5.61799, -1.20124, -4.12198)
F (6.90709, -0.65307, -3.98247)
F (5.89642, -2.53877, -3.86950)
C (4.59429, -0.64558, -3.25574)
C (4.98136, -0.10696, -1.96955)
C (4.01145, 0.25787, -1.04533)
C (2.63479, -0.01538, -1.28421)
C (2.28226, -0.63015, -2.48075)
C (3.25478, -0.83892, -3.47673)
P (1.41337, 0.32782, 0.06279)
C (2.17161, 1.70537, 0.84207)
C (2.01193, 1.87358, 2.25967)
C (2.17927, 3.12145, 2.88348)
C (2.37332, 4.25478, 2.01787)
C (2.48240, 4.13165, 0.62714)
C (2.32530, 2.83571, 0.08242)
C (2.48142, 5.61986, 2.66373)
F (1.32266, 6.01231, 3.40486)
F (3.53046, 5.59313, 3.53935)
F (2.65726, 6.62799, 1.78252)
C (1.48279, -1.07333, 1.16941)
C (2.37770, -2.08456, 1.02819)
C (2.06860, -3.31582, 1.67140)
C (0.96816, -3.44495, 2.49851)
C (0.17336, -2.26313, 2.79208)
C (0.42865, -1.06326, 2.08239)
C (0.72243, -4.75420, 3.09513)
F (-0.65764, -4.89749, 3.49871)
F (0.87028, -5.90208, 2.26681)
F (1.45327, -5.00621, 4.16917)
H (6.03280, -0.06778, -1.59585)
H (4.27142, 0.82509, -0.14538)
H (1.28192, -0.98408, -2.71327)
H (2.86689, -1.33743, -4.36958)
H (1.69189, 0.99754, 2.83183)
H (2.20935, 3.09518, 3.98349)
H (2.70167, 4.99959, -0.06145)
H (2.29261, 2.87776, -0.97766)
H (3.19274, -2.04518, 0.35408)
H (2.63165, -4.25906, 1.46747)
H (-0.67671, -2.18553, 3.49679)
H (-0.00593, -0.09627, 2.34875)
N (-2.37226, -3.57935, 0.64738)
N (-1.06518, -3.41239, -0.18869)
N (-0.74263, -4.40314, -1.04935)
C (-0.32601, -3.72985, -2.12496)
N (-0.51726, -2.42576, -2.01883)
N (-0.98012, -2.17093, -0.81265)
H (-2.66866, -4.52544, 0.37663)
H (-1.98080, -3.67358, 1.63836)
H (0.18555, -4.11848, -3.00649)

Force components x, y, z for each atom (eV/Å):
Ti 0.932 -1.058 1.506
I -0.498 0.839 -0.188
C 0.857 -0.930 0.718
C 0.590 -0.974 -0.633
C -1.504 0.518 0.070
I -1.041 -1.251 0.624
C 1.176 -0.296 2.081
O -0.283 -0.403 -1.282
C -1.272 -0.170 -0.459
C -2.122 0.644 0.524
N 0.955 -1.226 -1.422
C -0.866 -1.195 0.649
C 0.818 0.640 -0.413
C -0.231 -0.535 0.696
C -0.084 -0.717 0.418
C 0.468 0.591 -0.173
C 0.410 0.120 -1.744
N -1.431 1.316 -0.104
C 1.952 0.269 -1.696
H -0.154 1.415 -0.003
H 0.386 0.988 0.666
H 0.210 -0.342 -0.748
H -0.236 2.475 0.112
H -0.075 -0.154 -0.633
H -0.046 0.405 0.820
H -0.064 0.545 -0.259
H 0.152 0.291 -0.095
H 0.216 -0.450 0.517
H -0.973 -0.091 0.022
H -0.326 -0.461 0.459
F -0.361 -0.009 1.509
C 4.248 -1.533 -2.479
F -2.172 0.086 0.228
F -1.173 1.210 -0.063
C -0.036 0.979 3.127
C 0.264 -0.495 -0.207
C -0.712 0.231 -0.469
C 0.494 -0.242 0.168
C 0.461 0.483 -0.231
C -1.092 -0.950 -0.190
P 1.331 -0.468 -2.239
C -1.559 1.465 2.368
C 0.359 0.342 -0.625
C 0.190 -0.670 -1.585
C -0.133 -0.201 0.655
C 0.038 -0.383 0.507
C 0.616 2.134 0.142
C -0.785 1.100 1.274
F 2.143 -1.199 -1.242
F -1.034 0.409 -0.663
F 0.169 -0.853 0.537
C 0.436 1.282 -0.045
C -1.021 -2.491 0.819
C 0.524 -0.415 -0.524
C -0.595 2.757 -0.398
C 0.019 0.233 -0.505
C 0.390 -2.178 1.276
C -2.921 -4.073 0.667
F 2.172 0.816 -0.604
F 0.201 2.672 0.910
F -0.022 0.307 -0.132
H -0.856 0.166 -0.986
H 0.188 -0.570 -0.253
H -0.057 0.255 0.284
H 0.543 0.303 0.018
H 0.569 0.466 0.089
H -0.282 0.765 -0.677
H -0.497 -1.048 1.122
H 0.108 -0.736 -0.945
H 0.625 0.139 -0.553
H -0.217 1.117 0.129
H 0.762 -0.768 -0.229
H -0.548 -0.481 -0.105
N 2.622 -1.468 0.486
N -0.924 0.254 1.593
N 0.099 -0.283 -0.284
C -0.191 0.044 0.243
N 1.015 0.852 -1.250
N 0.171 -0.192 0.417
H -0.186 0.360 0.060
H -0.744 -0.008 -1.607
H -0.554 -0.317 0.432

Here are the Löwdin charges for atoms 1 to 6, given in e:
1 Ti 0.87
2 I 0.95
3 C -0.74
4 C -0.17
5 C -0.54
6 I 0.89


(3)
Formula: C35H26HfN7PSSe2
Source: the OMol25 dataset
Level of theory: the ωB97M-V functional and the def2-TZVPD basis

As for the LUMO energy: -6.812 eV. Its charge is +2. As for the energy relative to the best compared isomer or geometry (same formula, charge and spin): 109.5 kJ/mol. As for the strongest force on any atom: 0.24 eV Å⁻¹. The HOMO energy is -13.5 eV. The calculation puts the calculated total energy at -199263.08028 eV.

Cartesian coordinates (Å):
Hf (1.30636, 0.42508, 0.32916)
C (-0.14790, 1.24027, 4.57493)
C (0.23331, 1.36905, 3.24705)
N (0.68586, 0.32062, 2.56105)
C (0.79762, -0.85669, 3.20123)
C (0.40619, -0.95618, 4.53000)
N (-0.06870, 0.07954, 5.20775)
C (1.37362, -1.97237, 2.42142)
C (1.60939, -3.22757, 2.94780)
C (2.20163, -4.21287, 2.15852)
C (2.52742, -3.87802, 0.84573)
C (2.25105, -2.61006, 0.37223)
N (1.68770, -1.67314, 1.15003)
C (2.51541, -2.18030, -1.01404)
C (3.02272, -3.01556, -2.00269)
N (3.20261, -2.60822, -3.25007)
C (2.87748, -1.35553, -3.53719)
C (2.38259, -0.49731, -2.56792)
N (2.20529, -0.90670, -1.31055)
C (2.47474, -5.56029, 2.69385)
C (3.63216, -6.24562, 2.34122)
C (3.84485, -7.50806, 2.87643)
N (2.98854, -8.10508, 3.69741)
C (1.87997, -7.45074, 4.02653)
C (1.58132, -6.17839, 3.56188)
H (-0.51970, 2.09160, 5.13005)
H (0.18449, 2.32750, 2.74607)
H (0.47860, -1.88994, 5.07137)
H (1.36533, -3.44709, 3.97643)
H (2.97136, -4.62358, 0.20315)
H (3.28713, -4.04296, -1.79181)
H (3.01370, -1.02375, -4.55815)
H (2.12927, 0.52518, -2.80846)
H (4.37742, -5.80058, 1.69428)
H (4.74312, -8.06167, 2.63077)
H (1.19788, -7.96453, 4.69307)
H (0.65037, -5.70564, 3.84809)
S (3.61357, 0.89674, 1.29820)
C (3.61131, 2.07253, 0.00322)
C (4.64761, 2.95576, -0.28182)
C (4.49285, 3.84455, -1.32590)
C (3.30817, 3.85413, -2.06820)
C (2.32565, 2.95786, -1.73518)
N (2.47345, 2.07211, -0.72967)
H (5.54753, 2.92988, 0.31607)
H (5.28674, 4.53907, -1.56785)
H (3.16053, 4.54919, -2.88123)
H (1.38163, 2.92674, -2.26621)
Se (-1.02678, -0.64338, -0.19924)
P (-2.07303, 2.59570, 0.94684)
Se (-0.92228, 1.58415, -0.84177)
C (-1.05843, 4.11503, 1.12608)
C (-1.69010, 5.25524, 1.62976)
C (-0.94495, 6.37112, 1.97802)
C (0.43693, 6.37010, 1.83149)
C (1.07323, 5.24592, 1.33034)
C (0.32960, 4.12601, 0.98161)
C (-3.53067, 3.17235, 0.05489)
C (-4.73074, 2.53028, 0.36235)
C (-5.89956, 2.89447, -0.29056)
C (-5.86851, 3.89269, -1.25201)
C (-4.67298, 4.53330, -1.56481)
C (-3.50551, 4.17839, -0.91530)
H (-2.76650, 5.27013, 1.74849)
H (-1.44756, 7.24738, 2.36490)
H (1.01200, 7.24543, 2.10085)
H (2.14846, 5.23999, 1.20011)
H (0.84658, 3.27379, 0.55081)
H (-4.75020, 1.75210, 1.11619)
H (-6.83135, 2.40251, -0.04756)
H (-6.77868, 4.17958, -1.76133)
H (-4.65694, 5.31271, -2.31480)
H (-2.57860, 4.68605, -1.15402)

Force components x, y, z for each atom (eV/Å):
Hf -0.030 -0.095 0.011
C 0.006 -0.073 0.035
C -0.005 0.021 0.002
N 0.083 0.081 -0.006
C -0.005 -0.016 -0.007
C 0.021 -0.013 -0.025
N -0.022 0.046 0.015
C -0.005 0.025 -0.001
C 0.014 -0.046 0.008
C -0.035 0.069 0.030
C 0.007 -0.010 -0.033
C 0.012 -0.026 0.045
N -0.017 0.004 0.005
C 0.002 -0.036 0.000
C -0.005 0.010 -0.019
N 0.006 0.012 -0.015
C 0.017 -0.067 0.038
C 0.013 0.059 -0.052
N 0.052 -0.074 -0.031
C 0.017 -0.055 0.014
C 0.007 0.032 -0.009
C -0.020 0.016 -0.030
N -0.005 -0.031 0.023
C 0.040 0.011 0.002
C -0.038 0.031 -0.010
H 0.000 0.012 -0.011
H 0.007 -0.008 -0.011
H -0.002 -0.004 -0.013
H 0.007 -0.004 -0.001
H -0.004 0.003 -0.001
H -0.008 0.002 0.017
H -0.006 0.023 0.004
H -0.015 -0.006 0.011
H 0.009 -0.015 0.002
H 0.004 0.002 0.009
H -0.008 -0.002 -0.006
H 0.000 -0.005 0.002
S 0.024 -0.082 0.093
C -0.129 0.034 -0.160
C 0.071 0.010 0.038
C -0.046 -0.011 -0.016
C 0.045 -0.008 0.035
C -0.083 -0.003 -0.063
N 0.112 0.067 0.056
H -0.003 0.003 -0.001
H 0.009 -0.005 0.012
H -0.016 -0.006 -0.006
H 0.002 0.003 0.005
Se -0.053 -0.204 -0.014
P 0.038 0.087 0.000
Se 0.009 0.237 0.006
C 0.006 -0.137 -0.050
C 0.022 -0.050 -0.017
C 0.027 0.021 0.000
C -0.062 0.019 0.014
C 0.037 -0.068 -0.042
C -0.072 0.102 0.029
C 0.036 -0.021 0.004
C 0.018 0.006 0.002
C -0.026 0.016 -0.025
C 0.008 -0.018 0.023
C 0.033 0.028 -0.016
C -0.046 -0.015 0.002
H -0.001 0.020 0.006
H 0.003 0.003 -0.002
H -0.003 0.003 0.003
H -0.002 0.004 0.002
H -0.053 0.093 0.079
H -0.005 -0.002 -0.001
H 0.003 -0.002 0.006
H -0.005 -0.005 0.002
H -0.007 -0.002 0.001
H 0.009 0.004 0.004

Here are the Löwdin charges for atoms 1 to 6, given in e:
1 Hf 1.02
2 C -0.05
3 C -0.09
4 N -0.04
5 C -0.18
6 C -0.02


Question: Number 1 is which compound?
Answer: C35H26CrN6O4S2


Question: strongest force on any atom of number 3 (C35H26HfN7PSSe2)?
Answer: 0.24 eV Å⁻¹


Question: Number 3 is which compound?
Answer: C35H26HfN7PSSe2